{
  "formula": "C92H136N13O8",
  "method": "wB97M-V/def2-TZVPD",
  "species": ["C", "C", "C", "N", "C", "C", "C", "C", "C", "H", "H", "H", "H", "H", "H", "H", "H", "H", "H", "H", "H", "H", "H", "H", "H", "H", "H", "C", "C", "C", "N", "C", "C", "C", "C", "C", "H", "H", "H", "H", "H", "H", "H", "H", "H", "H", "H", "H", "H", "H", "H", "H", "H", "H", "C", "C", "C", "N", "C", "C", "C", "C", "C", "H", "H", "H", "H", "H", "H", "H", "H", "H", "H", "H", "H", "H", "H", "H", "H", "H", "H", "C", "N", "C", "C", "C", "C", "C", "C", "C", "C", "N", "C", "C", "C", "H", "H", "H", "H", "H", "H", "H", "H", "H", "H", "H", "H", "H", "H", "C", "N", "C", "C", "C", "C", "C", "C", "C", "C", "N", "C", "C", "C", "H", "H", "H", "H", "H", "H", "H", "H", "H", "H", "H", "H", "H", "H", "C", "N", "C", "C", "C", "C", "C", "C", "C", "C", "N", "C", "C", "C", "H", "H", "H", "H", "H", "H", "H", "H", "H", "H", "H", "H", "H", "H", "C", "N", "C", "C", "C", "C", "C", "C", "C", "C", "N", "C", "C", "C", "H", "H", "H", "H", "H", "H", "H", "H", "H", "H", "H", "H", "H", "H", "C", "N", "C", "C", "C", "C", "C", "C", "C", "C", "N", "C", "C", "C", "H", "H", "H", "H", "H", "H", "H", "H", "H", "H", "H", "H", "H", "H", "C", "C", "O", "O", "H", "H", "H", "C", "C", "O", "O", "H", "H", "H", "C", "C", "O", "O", "H", "H", "H", "C", "C", "O", "O", "H", "H", "H"],
  "coordinates": [[7.3687, -20.9866, 25.7210], [7.2641, -20.0217, 26.9241], [6.0773, -20.6610, 27.7837], [5.6001, -19.9269, 29.0023], [6.8122, -19.5424, 29.8290], [4.8345, -20.8707, 29.9767], [4.0852, -19.8557, 30.9156], [3.9975, -18.4999, 30.1541], [4.5403, -18.7854, 28.7272], [7.7581, -21.9643, 26.1569], [8.0307, -20.6709, 24.9377], [6.3364, -21.3137, 25.3713], [7.0089, -19.0163, 26.6051], [8.1775, -20.0447, 27.5053], [6.3560, -21.6720, 28.1172], [5.1365, -20.7772, 27.2173], [6.5920, -19.2131, 30.8455], [7.1980, -18.6461, 29.3383], [7.4524, -20.4685, 29.7687], [5.5904, -21.4647, 30.4918], [4.1382, -21.5410, 29.4657], [4.6247, -19.7182, 31.8498], [3.0801, -20.2258, 31.0469], [4.5902, -17.7175, 30.6988], [2.9719, -18.2038, 30.1080], [5.0232, -17.8913, 28.3585], [3.8049, -19.1476, 27.9782], [13.7854, -33.6767, 24.4288], [15.2854, -33.3166, 24.3127], [15.4605, -31.8220, 24.0035], [16.8635, -31.3599, 23.8732], [17.4016, -31.7081, 22.5039], [17.8395, -31.8291, 24.9091], [19.0489, -30.8639, 24.8770], [18.4544, -29.5744, 24.2454], [16.9840, -29.8576, 24.0345], [13.8160, -34.6607, 24.8876], [13.1822, -33.7519, 23.5630], [13.2587, -32.9438, 25.0673], [15.8006, -33.8718, 23.4974], [15.8385, -33.5701, 25.2509], [15.0976, -31.1982, 24.8187], [15.0241, -31.3947, 23.0903], [16.8193, -31.0980, 21.8166], [17.2893, -32.7701, 22.3340], [18.4098, -31.3778, 22.5971], [18.0744, -32.8699, 24.7493], [17.3637, -31.7430, 25.8687], [19.8671, -31.2170, 24.2544], [19.4126, -30.7423, 25.9261], [18.9657, -29.3787, 23.3324], [18.6498, -28.6988, 24.8956], [16.5776, -29.3501, 23.1413], [16.5146, -29.6058, 24.9895], [4.1439, -26.6986, 32.2998], [5.0263, -27.8799, 32.8692], [4.2258, -29.2181, 32.8470], [4.9815, -30.4366, 33.6743], [5.3129, -29.9744, 35.0993], [6.3358, -30.9798, 32.9978], [5.9974, -32.3461, 32.4649], [4.6340, -32.5803, 32.7386], [4.0753, -31.5675, 33.5584], [4.7755, -25.7901, 32.3402], [3.2773, -26.4024, 32.9663], [3.7981, -26.9242, 31.2962], [5.2719, -27.6159, 33.9127], [6.0184, -27.9955, 32.3789], [4.1453, -29.7011, 31.8605], [3.2363, -28.9621, 33.2888], [4.3415, -29.6753, 35.5269], [5.9944, -29.1828, 34.9650], [5.6641, -30.8111, 35.7252], [7.0082, -30.9904, 33.8613], [6.5830, -30.1722, 32.2868], [6.6406, -33.1988, 32.4955], [5.7866, -32.4454, 31.3319], [4.8363, -33.9402, 32.5054], [3.6805, -33.1522, 32.5713], [3.9799, -32.3065, 34.4646], [3.0443, -31.3628, 33.2318], [11.1738, -17.1429, 15.4846], [11.5287, -18.5846, 15.5692], [11.0588, -19.4602, 14.6505], [11.3217, -20.8352, 14.7688], [12.0831, -21.3336, 15.8276], [12.4844, -20.4246, 16.8340], [12.2043, -19.0519, 16.6338], [12.5159, -22.7954, 15.8801], [11.8072, -23.8901, 15.4232], [12.3873, -25.1495, 15.5990], [13.5454, -25.2834, 16.2551], [14.2129, -24.2356, 16.7001], [13.7684, -22.9532, 16.4684], [14.0134, -26.6095, 16.5577], [10.8496, -16.8226, 16.4729], [10.3595, -17.0070, 14.7748], [12.0834, -16.5770, 15.2227], [10.3220, -19.0625, 13.9127], [10.9394, -21.5181, 13.9828], [12.8962, -20.7101, 17.7823], [12.5244, -18.3594, 17.3784], [10.7835, -23.7834, 14.9839], [11.9484, -26.1030, 15.3323], [15.0413, -24.4972, 17.3082], [14.2943, -22.1457, 16.9939], [14.2489, -27.1403, 15.6475], [13.1756, -27.1322, 17.0404], [14.9050, -26.5548, 17.1950], [9.8525, -34.5453, 15.4710], [10.6427, -35.7864, 15.7428], [10.2521, -36.6711, 16.6820], [10.9540, -37.9086, 16.7263], [12.0799, -38.1851, 15.8534], [12.5133, -37.1036, 15.0368], [11.7805, -35.9423, 15.0338], [12.7834, -39.5543, 15.8565], [12.1426, -40.6786, 16.3297], [12.7048, -41.8839, 16.2800], [13.9018, -42.0349, 15.7134], [14.6599, -40.9681, 15.3512], [14.0895, -39.6963, 15.4210], [14.5373, -43.4041, 15.6101], [9.0974, -34.4634, 16.2956], [9.3372, -34.8087, 14.5423], [10.5863, -33.7427, 15.3016], [9.3449, -36.4389, 17.3009], [10.6770, -38.6624, 17.4774], [13.2876, -37.1092, 14.2454], [12.0091, -35.1465, 14.3681], [11.1627, -40.6349, 16.7973], [12.1867, -42.7760, 16.5964], [15.6657, -40.9822, 14.9374], [14.7210, -38.8778, 15.0341], [15.2218, -43.4032, 14.8230], [13.8104, -44.1234, 15.2929], [15.0600, -43.6863, 16.5472], [9.4523, -26.4148, 13.3166], [8.7889, -25.9010, 12.0646], [8.4046, -26.5886, 10.9926], [7.7016, -25.9424, 10.0138], [7.1680, -24.6528, 10.1229], [7.6210, -23.9562, 11.2653], [8.4544, -24.5922, 12.1181], [6.1887, -24.0438, 9.1539], [5.2825, -23.0667, 9.5712], [4.4157, -22.5108, 8.6716], [4.4450, -22.7965, 7.3691], [5.3872, -23.7061, 6.9661], [6.2537, -24.3248, 7.8210], [3.4259, -22.2067, 6.5011], [9.2739, -27.4919, 13.3808], [8.8513, -25.9097, 14.1639], [10.5171, -26.1873, 13.2361], [8.5623, -27.6854, 10.9266], [7.3676, -26.6451, 9.3115], [7.4059, -22.9536, 11.4787], [8.9015, -24.0111, 12.9744], [5.1755, -22.8683, 10.6378], [3.6372, -21.8594, 8.9942], [5.3376, -23.8838, 5.9033], [6.9574, -24.9972, 7.4252], [2.7039, -23.0167, 6.4636], [3.8361, -21.9835, 5.5185], [3.0196, -21.3293, 6.9671], [3.9792, -30.8888, 19.0363], [2.5337, -30.7309, 19.1236], [1.8463, -31.7847, 19.6552], [0.4191, -31.7508, 19.6255], [-0.3174, -30.6815, 19.1158], [0.4389, -29.6895, 18.5072], [1.8687, -29.6747, 18.5465], [-1.7764, -30.9094, 18.8449], [-2.0269, -32.1146, 18.1361], [-3.2888, -32.3960, 17.7855], [-4.2991, -31.5582, 17.9747], [-4.1277, -30.4065, 18.5915], [-2.8215, -30.0394, 18.9551], [-5.5870, -31.9976, 17.4551], [4.4821, -30.1416, 19.6708], [4.3050, -30.7010, 17.9867], [4.3166, -31.9449, 19.2473], [2.3367, -32.6123, 20.1573], [-0.0902, -32.5717, 20.1073], [-0.0293, -28.9101, 17.9088], [2.3952, -28.8450, 18.1065], [-1.2660, -32.8738, 17.9536], [-3.4994, -33.2306, 17.1455], [-4.9457, -29.7463, 18.8570], [-2.8694, -29.0507, 19.4121], [-6.2924, -31.9734, 18.2791], [-5.5537, -32.9941, 17.1577], [-5.8981, -31.3155, 16.6345], [26.0150, -12.3502, 5.9466], [24.6276, -12.9024, 6.0753], [23.6183, -12.0589, 5.7943], [22.3221, -12.6155, 5.7329], [22.0897, -13.9615, 5.9425], [23.1983, -14.7566, 6.1813], [24.4456, -14.1903, 6.1721], [20.6534, -14.4801, 5.9454], [19.8137, -13.9702, 6.8689], [18.5386, -14.4755, 6.8977], [18.1164, -15.4132, 6.0761], [18.9675, -15.9878, 5.1678], [20.2480, -15.5768, 5.1215], [16.7830, -15.9950, 6.1806], [25.9348, -11.3175, 6.3726], [26.3805, -12.4208, 4.8968], [26.5467, -12.9458, 6.7094], [23.9783, -11.0610, 5.5756], [21.5202, -11.9777, 5.4544], [23.1637, -15.8490, 6.3129], [25.3683, -14.6774, 6.3097], [20.0491, -13.1739, 7.5549], [17.8127, -14.1096, 7.5860], [18.5185, -16.6224, 4.3940], [20.9068, -16.0094, 4.4109], [16.2465, -15.4664, 6.9689], [16.9090, -17.0364, 6.4853], [16.4009, -16.0067, 5.1502], [6.4200, -22.5962, 14.8789], [7.8199, -23.2960, 14.9893], [8.8604, -22.7608, 14.4515], [7.9475, -24.4466, 15.4667], [5.7129, -23.0497, 15.5750], [6.1632, -22.7399, 13.8045], [6.4056, -21.5269, 15.1156], [9.0605, -34.2316, 19.8485], [8.3578, -33.6302, 18.6729], [7.9449, -32.4762, 18.8373], [8.3716, -34.3606, 17.6160], [8.5443, -34.1868, 20.8176], [10.0110, -33.6706, 19.9454], [9.3070, -35.2890, 19.6886], [12.7122, -30.3453, 13.8953], [11.9414, -29.0758, 14.0271], [10.8634, -29.1383, 13.4057], [12.4222, -28.1883, 14.7416], [13.4480, -30.2250, 13.1078], [11.9784, -31.1937, 13.7999], [13.3308, -30.5259, 14.7745], [7.0241, -27.8639, 24.5526], [9.3074, -28.9405, 19.2268], [9.1047, -28.7971, 18.0615], [9.2060, -29.2328, 20.3326], [6.2887, -27.5489, 23.8600], [7.8199, -27.2403, 24.8096], [6.8709, -28.7916, 25.1006]],
  "forces_ev_per_angstrom": [[-0.931, -2.080, 1.543], [-1.974, -1.331, 0.165], [-0.128, 0.402, -0.552], [-0.893, -0.404, 1.174], [0.086, 0.344, -1.099], [-0.218, 1.343, 0.202], [0.472, -0.329, -1.056], [1.003, -0.586, -0.031], [0.856, -0.351, 1.252], [-0.112, 1.071, -0.732], [0.049, 0.216, -0.385], [1.295, 0.882, -0.082], [0.039, 0.194, 0.106], [0.145, 0.242, 0.013], [0.131, 0.345, -0.063], [0.664, 0.016, -0.275], [-0.326, -0.549, -0.112], [0.669, -0.419, -0.039], [-0.294, 1.439, 0.353], [-0.141, 0.005, -0.090], [0.209, 0.334, -0.331], [-0.338, -0.245, 0.119], [-0.113, -0.176, 0.578], [-0.566, -0.617, -0.789], [-0.525, 0.506, -0.058], [0.388, -0.069, -0.416], [0.501, -0.052, 0.701], [1.059, 0.107, 1.590], [0.333, 0.576, -1.053], [0.026, 0.724, 0.699], [1.246, 0.311, -0.483], [-0.809, 0.566, 1.119], [0.545, -0.148, 0.188], [-0.565, -0.068, 0.493], [0.843, 0.145, 1.026], [0.064, 0.357, 0.092], [-0.613, -0.022, 0.267], [-0.021, 0.036, -1.372], [0.355, -0.513, 0.076], [-0.525, -0.022, 0.500], [-0.674, 0.274, -0.640], [-0.468, -0.269, 0.210], [-0.498, -0.784, 0.158], [0.238, -0.249, -0.309], [0.143, -0.068, -0.107], [0.846, -0.152, -0.857], [0.120, -0.265, -0.143], [-0.448, 0.007, 0.403], [0.043, -0.219, 0.204], [-0.182, 0.028, -0.984], [0.322, 0.257, -0.799], [-0.457, -0.440, -0.398], [-0.190, -0.223, 0.721], [-0.623, -0.001, -0.490], [0.571, 0.094, 1.297], [-0.367, -0.225, 0.217], [1.631, -0.053, 0.625], [0.081, 0.980, -0.044], [-2.215, -1.458, -0.548], [-0.824, 1.650, 0.484], [1.311, 0.754, -6.298], [-3.153, -5.368, -0.605], [-2.299, -2.277, 5.440], [-0.243, -0.476, -0.498], [0.820, -0.894, -0.693], [-0.038, 0.231, -0.102], [-0.272, -0.153, -0.367], [-0.786, 0.276, -0.102], [-0.196, 0.542, 0.250], [0.644, -1.037, -0.026], [0.571, 0.296, -0.054], [0.824, 0.821, 0.428], [0.186, 0.309, -0.613], [0.237, -0.108, -0.591], [0.271, -0.723, 0.230], [0.943, 0.344, 1.561], [1.703, 1.144, 0.147], [-0.081, 0.694, 3.355], [0.214, 1.233, -3.769], [-0.292, 2.523, 0.144], [0.711, 0.791, 0.302], [0.648, -0.008, 0.317], [-0.422, -0.452, -0.095], [-0.851, -0.886, -0.039], [-0.227, 0.551, -0.984], [-0.007, -0.646, 0.141], [-1.186, 1.605, -1.439], [0.427, -1.961, 0.380], [0.286, 2.268, 0.271], [-0.627, -0.668, -0.536], [-0.811, 0.529, -0.037], [-0.532, 0.355, -0.468], [0.056, 0.977, 0.030], [0.236, -0.722, 1.307], [0.198, -1.218, 0.680], [-0.074, 0.008, -0.064], [0.262, -0.004, -0.007], [-0.537, -0.183, -0.123], [1.065, -0.376, 0.530], [0.089, 0.585, 0.770], [0.338, -0.119, 0.078], [0.017, 0.607, 0.238], [0.704, -0.088, 0.389], [-0.262, -0.209, -0.380], [0.838, 0.237, 0.264], [-0.142, -0.328, -0.742], [-0.126, -0.196, -0.266], [0.542, -0.091, -0.125], [-0.417, 0.030, -0.094], [0.104, -0.969, -0.724], [0.548, 0.423, 0.685], [0.348, -1.426, -0.525], [1.128, 0.081, -0.547], [-0.704, 0.587, 0.811], [-0.195, -0.684, -0.294], [-0.798, -0.907, 0.385], [-0.435, 2.103, 0.039], [-1.861, 1.411, 0.923], [0.559, -1.680, -0.576], [2.695, -0.823, -0.170], [-1.417, 1.180, 0.022], [0.864, -0.194, -0.710], [-0.524, 0.356, 1.267], [0.592, 0.815, -0.328], [0.021, 0.428, -0.083], [-0.624, -0.106, 0.284], [0.951, 0.128, -0.662], [-0.068, 0.544, -0.461], [-0.246, -0.510, 0.934], [0.169, 0.534, -0.372], [0.072, 0.159, -0.308], [0.128, -0.136, 0.066], [-0.212, -1.094, 0.217], [-0.630, -0.353, 0.455], [1.307, 0.403, -1.161], [-0.708, -0.334, 0.346], [-0.605, 0.278, -0.487], [-1.735, 0.021, 0.490], [-0.132, 0.872, 0.438], [0.398, -0.827, 0.628], [-1.245, 0.098, -0.221], [0.258, 0.111, 0.658], [-0.300, -1.185, -1.749], [1.475, 0.478, 2.128], [1.132, 0.339, 1.682], [0.029, -0.798, 0.736], [-0.142, 0.155, 0.485], [1.963, -0.736, 0.997], [-1.440, 0.978, -1.186], [-0.758, 0.336, -0.732], [0.094, -1.120, -0.456], [0.575, 0.105, -0.157], [1.441, -0.503, -1.045], [-0.205, -0.144, 0.298], [0.250, 0.979, 0.299], [-0.523, -0.386, -1.510], [-0.382, 1.278, 0.137], [-0.640, -0.580, -0.597], [-0.040, 0.225, -0.382], [-0.339, 0.515, 0.154], [0.342, -0.228, -0.122], [0.740, -0.785, -0.479], [-0.610, 0.375, -0.551], [-0.042, -0.036, 0.069], [-0.132, 0.309, 0.121], [1.506, -0.005, -0.924], [-0.190, -0.753, 0.019], [-3.391, 1.046, -0.177], [2.438, -0.576, 1.024], [-0.513, -0.647, -0.692], [2.152, 1.204, -0.194], [-2.677, -1.051, 0.488], [2.314, -0.540, -1.133], [0.611, -0.056, 1.482], [0.476, -0.769, -1.445], [-1.216, -0.591, -0.219], [1.758, 0.779, 0.592], [-2.504, 1.325, 0.703], [-1.290, 2.248, 0.390], [-0.096, -0.509, -0.060], [-0.274, -0.033, 0.701], [-0.571, 1.314, 0.122], [0.348, 0.337, -0.368], [0.003, -0.171, -0.045], [0.065, 0.007, 0.342], [0.451, -0.243, -0.040], [-0.086, 0.470, -0.041], [-0.151, -0.446, 0.137], [-0.208, -0.331, -0.451], [1.014, -0.271, 0.085], [-0.327, 0.284, -0.045], [0.324, -1.532, -0.771], [0.078, -0.595, 0.551], [-0.273, 0.216, 1.598], [-0.043, 2.329, -1.847], [-0.869, -1.491, 0.103], [1.220, 1.359, -0.144], [-0.464, -0.213, -0.041], [-0.033, -1.511, -0.224], [-0.188, -0.624, 0.762], [2.556, -1.304, -0.747], [-0.922, 0.540, 0.295], [-0.666, 0.144, 0.370], [0.993, -0.925, -0.622], [-1.173, 0.482, -0.313], [0.680, 1.522, 0.661], [0.050, -0.524, -0.237], [0.472, -0.783, -0.816], [-0.226, 0.063, 0.966], [0.533, 0.401, -0.846], [-0.830, 0.192, 0.069], [-0.565, 0.568, -0.081], [-0.231, 0.639, -0.033], [0.635, -1.285, 0.161], [0.264, 0.077, 0.019], [-0.396, 0.205, 0.452], [0.237, -0.114, 0.710], [0.532, -0.219, -0.506], [-0.382, 0.019, -0.627], [-0.073, 0.097, 0.058], [-0.631, 0.319, 0.670], [1.002, -0.414, -0.053], [1.418, -0.891, -0.011], [-0.694, 1.209, -0.288], [-1.385, 0.511, 0.049], [0.001, -0.322, -0.451], [-0.320, 0.142, 0.783], [0.461, -0.142, -0.296], [1.114, -0.853, 1.096], [0.028, 0.126, -0.138], [-0.418, -0.155, -0.705], [-0.876, 0.343, 0.996], [-0.059, 0.371, -0.421], [-0.362, -0.277, 0.143], [0.027, 0.167, -0.062], [0.464, -1.509, 0.819], [-0.991, -1.824, -0.695], [-0.715, 1.341, -0.136], [0.327, 2.159, 0.819], [-0.213, -0.412, -0.603], [1.057, 0.761, -0.441], [-0.041, -0.008, 0.265], [-0.710, -1.343, 0.402], [-2.681, -0.789, -3.726], [1.554, 0.382, 2.445], [1.098, 0.350, 1.276], [-0.505, 0.257, -0.527], [1.096, 0.843, 0.288], [0.079, 0.260, -0.200]],
  "total_charge": 9,
  "gap_ev": 0.9,
  "e_tot_ev": -133256.07691
}